Formula: C3H7NO3S
Source: the Open Molecules 2025 dataset
Level of theory: ωB97M-V with the def2-TZVPD basis set

Summary:
Calculated total energy in eV: -21689.4457
HOMO-LUMO gap in Ha: 0.36030
Highest occupied orbital energy in Eh: -0.3410

```
! wB97M-V def2-TZVPD RIJCOSX def2/J DEFGRID3
* xyz 0 1
C 1.364 0.874 0.115
C 1.727 -0.487 0.699
C -0.283 -0.721 -0.387
N 0.370 0.479 -0.920
O -1.640 1.162 0.752
O -2.899 -0.351 -0.691
O 0.548 -1.248 0.684
S -1.821 -0.268 0.574
H 0.916 1.536 0.821
H 2.153 1.293 -0.496
H 2.360 -1.016 -0.190
H 2.012 -0.437 1.779
H -0.566 -1.586 -1.369
H -3.825 -0.377 -0.567
H -0.418 1.145 -0.802
*
```

These are the Mulliken partial charges, in e, on atoms 1 to 8:
1. C -0.46
2. C -0.25
3. C 0.04
4. N -0.52
5. O -0.59
6. O -0.48
7. O -0.35
8. S 0.57

---

Formula: C20H20N4O5S
Source: the Open Molecules 2025 dataset
Level of theory: ωB97M-V with the def2-TZVPD basis set

Summary:
Calculated total energy in eV: -48097.8217
HOMO-LUMO gap in Ha: 0.32103
Structure (SMILES): O=C(COc1ncnc2ccccc12)Nc1ccc(S(=O)(=O)N2CCOCC2)cc1
Highest occupied orbital energy in Eh: -0.3275

```
! wB97M-V def2-TZVPD RIJCOSX def2/J DEFGRID3
* xyz 0 1
O -1.265 -3.438 0.794
C -1.832 -2.372 0.773
N -1.272 -1.173 0.466
C 0.042 -0.881 0.107
C 0.367 0.457 -0.125
C 1.654 0.806 -0.484
C 2.614 -0.180 -0.612
C 2.305 -1.508 -0.388
C 1.020 -1.867 -0.028
H 0.762 -2.898 0.149
H 3.078 -2.249 -0.507
S 4.290 0.250 -1.056
O 4.350 1.669 -1.281
O 4.752 -0.623 -2.093
N 5.073 -0.201 0.364
C 6.414 -0.735 0.212
H 6.416 -1.351 -0.686
C 7.434 0.399 0.093
H 8.454 0.011 0.094
O 7.345 1.274 1.197
C 6.062 1.856 1.281
H 6.081 2.508 2.156
C 4.979 0.781 1.425
H 3.987 1.231 1.377
H 5.096 0.255 2.378
H 5.855 2.447 0.378
H 7.247 0.950 -0.841
H 6.631 -1.350 1.091
H 1.930 1.830 -0.677
H -0.393 1.219 -0.026
H -1.894 -0.375 0.528
C -3.321 -2.269 1.116
H -3.892 -2.863 0.395
H -3.470 -2.691 2.116
O -3.794 -0.931 1.117
C -4.810 -0.621 0.296
N -5.346 -1.535 -0.471
C -6.357 -1.153 -1.269
N -6.865 0.033 -1.372
C -6.333 1.005 -0.594
C -6.844 2.315 -0.660
C -6.307 3.298 0.127
C -5.250 3.021 1.007
C -4.731 1.757 1.095
C -5.263 0.731 0.296
H -3.924 1.527 1.775
H -4.848 3.815 1.619
H -6.698 4.303 0.077
H -7.658 2.508 -1.340
H -6.777 -1.936 -1.887
*
```

These are the Mulliken partial charges, in e, on atoms 1 to 8:
1. O -0.66
2. C 0.64
3. N 0.01
4. C 0.99
5. C -0.81
6. C -0.44
7. C -0.28
8. C -0.63

---

Formula: C6H12O
Source: the Open Molecules 2025 dataset
Level of theory: ωB97M-V with the def2-TZVPD basis set

Summary:
Calculated total energy in eV: -8460.4447
HOMO-LUMO gap in Ha: 0.35042
Highest occupied orbital energy in Eh: -0.3147

```
! wB97M-V def2-TZVPD RIJCOSX def2/J DEFGRID3
* xyz 0 1
C 1.135 -1.114 -2.021
C -0.112 -0.459 -1.430
C 0.115 0.112 -0.022
C -1.118 0.875 0.490
C -0.910 1.508 1.865
C 0.414 -1.016 0.918
O 1.563 -0.993 1.537
H 0.931 -1.514 -3.020
H 1.955 -0.393 -2.106
H 1.487 -1.941 -1.393
H -0.448 0.357 -2.083
H -0.933 -1.185 -1.386
H 0.995 0.778 -0.019
H -1.973 0.188 0.518
H -1.364 1.654 -0.243
H -1.795 2.072 2.176
H -0.056 2.196 1.856
H -0.711 0.748 2.629
H 0.824 -1.872 1.736
*
```

These are the Mulliken partial charges, in e, on atoms 1 to 8:
1. C -1.18
2. C -0.71
3. C 0.89
4. C -0.72
5. C -1.19
6. C -0.95
7. O -0.33
8. H 0.38

---

Formula: C5H12O2
Source: the Open Molecules 2025 dataset
Level of theory: ωB97M-V with the def2-TZVPD basis set

Summary:
Calculated total energy in eV: -9474.4070
HOMO-LUMO gap in Ha: 0.38771
Structure (SMILES): CC[C@@H](O)CCO
Highest occupied orbital energy in Eh: -0.3602

```
! wB97M-V def2-TZVPD RIJCOSX def2/J DEFGRID3
* xyz 0 1
C 2.623 -0.805 0.348
C 1.631 0.175 -0.268
C 0.200 -0.009 0.249
O 0.028 0.849 1.361
C -0.835 0.252 -0.846
C -2.264 -0.018 -0.406
O -2.622 0.943 0.586
H 3.637 -0.635 -0.030
H 2.642 -0.709 1.438
H 2.346 -1.839 0.107
H 1.648 0.075 -1.361
H 1.919 1.207 -0.037
H 0.075 -1.062 0.570
H -0.926 1.004 1.455
H -0.616 -0.404 -1.698
H -0.744 1.289 -1.195
H -2.333 -1.037 0.007
H -2.949 0.046 -1.263
H -3.461 0.680 0.983
*
```

These are the Mulliken partial charges, in e, on atoms 1 to 8:
1. C -1.31
2. C -0.45
3. C 0.24
4. O -0.57
5. C -0.75
6. C -0.51
7. O -0.56
8. H 0.38

---

Formula: C23H28NO2Ru
Source: the Open Molecules 2025 dataset
Level of theory: ωB97M-V with the def2-TZVPD basis set

Summary:
Calculated total energy in eV: -32465.8171
Expectation value of S²: 8.803
HOMO-LUMO gap (spin up / spin down) in Ha: 0.25313 / 0.26497
Highest occupied orbital energy (spin up / spin down) in Eh: -0.2266 / -0.2937

```
! wB97M-V def2-TZVPD RIJCOSX def2/J DEFGRID3
* xyz 0 6
C -2.791 -0.960 2.079
C -1.975 0.179 2.070
C -1.432 0.342 0.733
H -1.804 0.855 2.899
C -1.947 -0.774 -0.067
C -2.775 -1.554 0.803
H -1.965 -0.784 -1.151
C 1.671 -1.760 3.311
C 0.741 -0.710 3.435
C 0.829 0.123 2.251
H 0.100 -0.491 4.290
C 1.892 -0.439 1.432
C 2.379 -1.621 2.094
H -1.020 1.247 0.293
H -3.371 -2.408 0.478
H -3.390 -1.302 2.920
H 3.194 -2.235 1.722
H 0.463 1.140 2.142
H 1.866 -2.525 4.053
Ru -0.040 -1.214 0.904
C 2.426 0.261 0.206
C 3.827 -0.266 -0.101
C 2.547 1.779 0.388
H 4.468 -0.072 0.770
H 4.235 0.258 -0.971
H 3.813 -1.339 -0.290
H 3.191 2.009 1.250
H 1.587 2.283 0.539
H 3.015 2.187 -0.518
C 1.310 -0.045 -0.832
C 1.702 -0.359 -2.260
H 0.558 0.744 -0.838
H 0.834 -1.098 -0.641
O 2.475 -1.309 -2.446
N 0.985 0.350 -3.215
C -0.484 0.184 -3.210
H 1.393 0.229 -4.132
C -1.230 1.390 -2.689
C -2.630 1.336 -2.625
H -3.147 0.445 -2.989
C -3.355 2.396 -2.086
H -4.447 2.339 -2.013
C -2.678 3.541 -1.643
H -3.235 4.375 -1.208
C -1.281 3.627 -1.756
H -0.740 4.526 -1.440
C -0.558 2.549 -2.283
H 0.529 2.594 -2.405
H -0.802 -0.686 -2.616
H -0.816 -0.050 -4.228
C -0.862 -3.869 1.990
O -0.274 -3.115 0.943
H -0.185 -4.727 2.091
H -1.829 -4.240 1.615
H -0.970 -3.335 2.955
*
```

These are the Mulliken partial charges, in e, on atoms 1 to 8:
1. C -0.72
2. C -0.40
3. C -0.75
4. H 0.59
5. C -0.12
6. C -1.08
7. H 0.47
8. C -1.07

---

Formula: C23H29Cl2N5O2Tm
Source: the Open Molecules 2025 dataset
Level of theory: ωB97M-V with the def2-TZVPD basis set

Summary:
Calculated total energy in eV: -90440.4472
Expectation value of S²: 2.002
HOMO-LUMO gap (spin up / spin down) in Ha: 0.23783 / 0.23768
Highest occupied orbital energy (spin up / spin down) in Eh: -0.3466 / -0.3465

```
! wB97M-V def2-TZVPD RIJCOSX def2/J DEFGRID3
* xyz 1 3
Tm 0.547 -0.544 0.424
C 3.388 0.257 -2.862
C 2.242 -0.334 -2.094
N 2.393 -0.812 -0.872
C 3.659 -0.715 -0.173
C 3.593 -1.619 1.071
N 2.440 -1.264 1.923
C 2.067 -2.371 2.818
C 0.698 -2.167 3.511
N -0.199 -1.324 2.712
C -1.645 -1.585 2.838
C -2.338 -1.790 1.464
N -1.644 -1.127 0.375
C -2.245 -0.770 -0.746
C -3.737 -0.665 -0.915
C -1.425 -0.551 -1.892
C -1.808 -0.012 -3.106
C -0.881 0.223 -4.116
C 0.482 0.102 -3.859
C 0.936 -0.401 -2.653
N -0.060 -1.076 -1.817
H 4.146 -0.503 -3.051
H 3.850 1.050 -2.276
H 3.067 0.669 -3.812
H 4.504 -1.041 -0.799
H 3.836 0.329 0.140
H 3.452 -2.653 0.738
H 4.543 -1.560 1.621
H 2.707 -0.458 2.500
H 2.830 -2.538 3.590
H 2.011 -3.268 2.196
H 0.249 -3.156 3.636
H 0.850 -1.744 4.511
H -0.053 -0.362 3.024
H -2.129 -0.752 3.357
H -1.815 -2.484 3.436
H -3.385 -1.489 1.568
H -2.330 -2.862 1.228
H -4.268 -0.720 0.029
H -4.093 -1.472 -1.552
H -3.993 0.277 -1.388
H -2.831 0.298 -3.250
H -1.212 0.635 -5.054
H 1.183 0.474 -4.591
Cl -3.396 6.696 0.671
C -2.365 5.319 0.686
C -2.821 4.126 1.227
C -1.987 3.026 1.232
C -0.713 3.108 0.681
C -0.271 4.301 0.122
C -1.091 5.413 0.140
C 0.107 1.868 0.643
O 0.506 1.415 -0.456
O 0.354 1.230 1.704
H -3.818 4.061 1.637
H -2.324 2.086 1.646
H 0.715 4.358 -0.312
H -0.751 6.350 -0.271
Cl 0.493 -3.213 -0.356
C -0.008 -2.499 -1.962
H -0.976 -2.946 -2.196
H 0.762 -2.822 -2.664
*
```

These are the Mulliken partial charges, in e, on atoms 1 to 8:
1. Tm 0.51
2. C -1.75
3. C 1.01
4. N 0.21
5. C -0.87
6. C -0.87
7. N -0.15
8. C -0.82

---

Formula: C4H10O2
Source: the Open Molecules 2025 dataset
Level of theory: ωB97M-V with the def2-TZVPD basis set

Summary:
Calculated total energy in eV: -8404.2887
HOMO-LUMO gap in Ha: 0.37777
Structure (SMILES): CO[C@@H](C)CO
Highest occupied orbital energy in Eh: -0.3449

```
! wB97M-V def2-TZVPD RIJCOSX def2/J DEFGRID3
* xyz 0 1
C -1.852 -0.775 -0.117
O -1.176 0.466 -0.031
C 0.182 0.394 -0.414
C 0.718 1.824 -0.413
C 0.986 -0.480 0.559
O 0.812 -1.874 0.310
H -2.758 -0.686 0.487
H -2.110 -1.010 -1.161
H -1.240 -1.597 0.263
H 0.264 -0.028 -1.431
H 0.150 2.456 -1.104
H 1.769 1.837 -0.719
H 0.646 2.269 0.586
H 2.053 -0.236 0.473
H 0.639 -0.212 1.568
H 0.917 -2.350 1.145
*
```

These are the Mulliken partial charges, in e, on atoms 1 to 8:
1. C -0.66
2. O -0.39
3. C 0.56
4. C -1.47
5. C -0.68
6. O -0.54
7. H 0.26
8. H 0.25

---

Formula: C2H10NO3
Source: the Open Molecules 2025 dataset
Level of theory: ωB97M-V with the def2-TZVPD basis set

Summary:
Calculated total energy in eV: -9868.7312
HOMO-LUMO gap in Ha: 0.28591
Highest occupied orbital energy in Eh: -0.1301

```
! wB97M-V def2-TZVPD RIJCOSX def2/J DEFGRID3
* xyz -1 1
C -0.463 0.995 0.914
O -0.515 0.556 -0.392
C 0.834 0.606 1.652
N 0.584 -0.765 2.219
H -1.274 0.672 1.565
H -0.623 2.081 0.945
H 1.112 1.202 2.535
H 1.588 0.452 0.870
H 1.500 -1.241 2.062
H -0.047 -1.308 1.640
H 0.599 0.135 -1.486
H 2.184 0.108 -2.126
O 1.308 0.491 -2.116
H -2.445 -1.882 -1.330
H -1.205 -0.839 -1.266
O -1.703 -1.503 -1.803
*
```

These are the Mulliken partial charges, in e, on atoms 1 to 8:
1. C -0.80
2. O -0.99
3. C -0.10
4. N -0.76
5. H 0.37
6. H 0.27
7. H 0.28
8. H 0.18